(1)
A structure of composition C8H8N at a distorted geometry. Source: the OMol25 dataset; level of theory: ωB97M-V/def2-TZVPD.

Each line ends with the natural charge from an NBO analysis.
Positions of all 17 atoms, in Å:
1 C 1.81017 1.28732 -0.08157  -0.04
2 C 2.51508 0.22534 0.49530  -0.20
3 C 0.49789 1.15878 -0.52498  -0.23
4 C 1.88113 -0.98738 0.49559  0.09
5 C -0.13277 -0.02883 -0.35085  0.24
6 C -0.06471 -1.92359 -0.76450  0.39
7 C -2.78364 -0.13623 0.49243  -0.61
8 C -1.50177 -0.55084 -0.44069  -0.22
9 N 0.61832 -1.11596 0.04604  -0.44
10 H 2.15494 2.20921 -0.26701  0.24
11 H 3.52973 0.32838 0.68886  0.27
12 H -0.05184 2.05469 -0.88357  0.27
13 H 2.43072 -2.03971 0.65700  0.28
14 H -2.43040 0.26439 1.52118  0.24
15 H -3.33465 0.64389 -0.16450  0.26
16 H -3.47120 -0.99464 0.58831  0.26
17 H -1.66701 -0.39482 -1.50703  0.22

Cartesian forces, eV/Å:
-2.3 -2.4 -0.2
-2.0 -0.4 -1.1
0.3 1.7 -0.5
2.9 -3.7 0.1
-1.1 -0.3 2.4
-3.2 -0.5 0.2
1.3 0.1 -0.6
1.1 -0.5 -1.9
0.7 2.3 1.1
2.1 3.2 -0.1
1.6 0.0 0.8
0.4 -0.8 0.2
-1.3 2.7 0.0
-0.7 -0.7 -1.9
1.1 -1.1 1.4
0.5 0.4 0.1
-1.4 0.1 0.0

Output
LUMO (alpha / beta), eV: -5.7 / -5.7
HOMO level (alpha / beta), eV: -13.40 / -13.40
Orbital gap (alpha / beta), hartree: 0.2823 / 0.2823
Energy, eV: -9901.95855
Energy above the lowest of the compared OMol25 structures with the same formula, charge and spin, kcal per mole: 77.4
Net charge: +1

(2)
A structure of composition C4H6CuO3 at a distorted geometry. Source: the OMol25 dataset; level of theory: ωB97M-V/def2-TZVPD.

Each line ends with the Mulliken spin population.
Positions of all 14 atoms, in Å:
1 H -1.83280 2.26658 -0.95159  0.05
2 O -0.21994 -1.20909 -0.20746  0.01
3 C 0.81065 -0.73135 0.34256  0.00
4 O 1.45616 0.22645 -0.14233  0.00
5 Cu 0.25781 0.01637 -2.15577  0.00
6 O 1.03280 -1.13943 1.59883  0.00
7 C 2.02907 -0.46033 2.35134  0.00
8 H 3.01332 -0.56741 1.87754  0.00
9 H 1.78460 0.60510 2.44834  0.00
10 H 2.03826 -0.93126 3.33923  0.00
11 C -2.02307 1.13338 -1.18702  0.95
12 C -2.62707 0.46027 -2.14725  -0.12
13 H -2.82403 -0.61628 -2.07061  0.04
14 H -2.89576 0.94698 -3.09582  0.06

Cartesian forces, eV/Å:
-0.2 -2.5 -0.6
0.6 -0.5 -0.8
-2.1 1.1 -0.2
0.9 0.1 -0.9
-0.4 -0.2 2.1
0.2 -0.5 0.3
0.3 0.1 0.0
-0.2 0.1 0.1
0.1 -0.2 -0.1
0.0 0.1 -0.2
0.2 2.1 0.2
0.7 -0.1 -0.2
0.1 0.4 0.1
-0.2 -0.1 0.3

Output
LUMO (alpha / beta), eV: -1.0 / -1.0
HOMO level (alpha / beta), eV: -8.89 / -8.88
Orbital gap (alpha / beta), hartree: 0.2889 / 0.2890
Spin multiplicity: 2
Energy, eV: -55023.32272
<S²>: 0.76
Energy above the lowest of the compared OMol25 structures with the same formula, charge and spin, kcal per mole: 0.3
Net charge: 0

(3)
A cluster of 2 separate species, C12H18BrIN2O5P in total at a distorted geometry. Source: the OMol25 dataset; level of theory: ωB97M-V/def2-TZVPD.

Each line ends with the natural charge from an NBO analysis.
Positions of all 40 atoms, in Å:
1 O 3.16363 -0.42952 3.72739  -0.45
2 C 2.69424 0.30245 2.93695  0.49
3 Br 2.40248 2.17297 3.45688  0.05
4 C 2.31675 -0.24375 1.49713  -0.32
5 N 0.84748 -0.60522 1.52901  -0.07
6 C 0.59014 -1.87264 1.07452  0.07
7 C -0.84613 -2.28499 1.10938  0.05
8 C -1.29403 -3.68536 0.65657  -0.56
9 C -1.29069 -4.72799 1.85005  0.47
10 O -0.32718 -5.35196 2.10170  -0.48
11 I -3.04679 -5.06985 3.06920  0.10
12 C -1.75220 -1.22325 1.65301  -0.15
13 C -1.23887 0.10070 2.09237  -0.13
14 P -2.31182 1.51938 2.82440  1.33
15 O -3.05441 0.99495 4.22396  -0.93
16 O -3.42922 2.03325 1.68532  -0.95
17 N 0.09443 0.34719 1.98149  -0.15
18 H 2.94024 -1.13024 1.26765  0.26
19 H 2.40079 0.56504 0.72453  0.27
20 H 1.39850 -2.55675 0.73666  0.27
21 H -0.57624 -4.09811 -0.09761  0.27
22 H -2.31705 -3.64256 0.22024  0.27
23 H -2.84566 -1.40958 1.74126  0.26
24 H -2.79711 0.07056 4.40965  0.50
25 H -2.88833 2.32941 0.92480  0.50
26 C -0.39432 0.93980 -2.01128  -0.64
27 C 0.50927 2.15852 -1.90843  -0.07
28 O 1.79087 1.96202 -2.47512  -0.54
29 C 1.82683 1.64459 -3.86201  -0.07
30 C 1.20777 2.71164 -4.74701  -0.65
31 H 0.07336 0.07564 -1.52727  0.18
32 H -1.35563 1.13096 -1.52735  0.20
33 H -0.59083 0.67909 -3.05124  0.22
34 H 0.67144 2.39113 -0.85238  0.17
35 H 0.03026 3.03899 -2.34740  0.18
36 H 1.36119 0.66872 -4.03844  0.16
37 H 2.88047 1.53401 -4.12395  0.20
38 H 0.14795 2.85905 -4.53174  0.20
39 H 1.29985 2.43177 -5.79736  0.23
40 H 1.70858 3.66993 -4.59551  0.22

Cartesian forces, eV/Å:
0.1 -0.5 0.2
0.0 0.2 -0.3
0.0 -0.7 -0.7
-0.4 1.9 0.1
2.6 -2.3 -1.1
-4.3 0.2 0.9
0.7 2.7 1.1
-0.3 0.3 0.1
-0.1 0.5 -0.2
0.5 -0.1 -0.1
0.2 0.5 -0.5
2.2 -0.6 -0.5
-0.5 -3.9 -1.3
1.8 3.7 1.1
0.4 -1.2 -2.2
0.4 -2.1 0.5
-2.7 -0.1 0.4
-0.5 0.6 0.2
0.2 -0.8 0.6
-0.6 0.9 0.4
-0.6 0.4 0.7
0.7 0.1 0.3
0.9 0.0 -0.2
-0.5 0.3 0.2
-0.4 0.1 0.4
0.0 0.0 0.0
0.0 0.0 0.0
0.2 -0.1 0.3
-0.1 0.0 -0.2
-0.1 0.1 0.1
0.0 0.0 0.0
0.0 0.0 0.0
-0.1 0.0 0.1
0.2 0.1 -0.1
-0.1 -0.1 0.0
-0.1 0.0 0.0
0.0 0.0 0.2
0.0 -0.1 -0.1
0.0 0.0 0.0
0.0 -0.1 0.0

Output
LUMO, eV: -5.4
HOMO level, eV: -11.89
Orbital gap, hartree: 0.2399
Energy, eV: -113375.59674
Net charge: +1